C36H74ClN2O3P2S | ωB97M-V with the def2-TZVPD basis set

Last column: Mulliken charge in e.
Geometry (Å):
C (-0.346549, 3.185513, 7.363208)  -0.17
C (-0.617646, 2.924336, 6.103813)  -0.96
C (-0.576448, 2.655026, 4.519604)  0.91
C (-0.909678, 1.238532, 3.909222)  -0.16
Cl (-1.398657, -0.109852, 5.074151)  -0.09
C (-0.844139, 0.968161, 2.334891)  0.41
C (-1.197123, -0.540476, 1.875628)  0.78
O (-2.599088, -0.757717, 2.165936)  -0.33
C (-3.418063, -0.794275, 0.962999)  -0.33
N (-0.491558, 2.073658, 1.397507)  0.37
P (-0.455989, 1.725335, -0.382455)  0.48
N (-0.921272, 2.964700, -1.274978)  -0.68
C (-0.158498, 3.430741, 1.905981)  0.18
O (0.193746, 4.523213, 1.031742)  -0.23
C (1.616838, 4.863624, 1.152964)  -0.69
C (2.211003, 4.980058, -0.352398)  0.08
C (2.901610, 3.556680, -0.700147)  -0.62
O (1.145219, 5.355811, -1.274236)  -0.49
C (-0.201119, 3.801194, 3.460064)  0.02
P (0.161365, 5.523150, 4.164250)  0.09
S (2.031762, 5.623624, 4.773409)  -0.34
H (-0.065525, 3.498783, 8.438634)  0.38
H (-0.869963, -0.810677, 0.809781)  -0.45
H (-0.595306, -1.241034, 2.590049)  -0.26
H (-3.279315, 0.128049, 0.271944)  0.19
H (-3.292798, -1.796071, 0.374813)  0.22
H (-4.525504, -0.805916, 1.329694)  0.16
H (0.904652, 1.309204, -0.685791)  0.08
H (-1.411229, 0.660302, -0.648843)  0.10
H (-0.156979, 3.241791, -1.933633)  0.19
H (1.653684, 5.936760, 1.612817)  0.31
H (2.171855, 4.108598, 1.819403)  0.42
H (3.002649, 5.818611, -0.346308)  0.47
H (4.014620, 3.616762, -0.398571)  0.35
H (2.726121, 3.236567, -1.789762)  -0.15
H (2.378416, 2.758128, -0.028663)  0.15
H (0.958310, 6.305076, -1.051076)  0.31
H (-0.084552, 6.484787, 3.130938)  0.15
H (-0.644580, 5.785185, 5.343511)  0.18
C (4.287879, -4.886252, 2.305071)  -1.13
C (3.394493, -5.437769, 3.407377)  -0.42
C (1.904525, -5.386510, 3.060098)  -1.00
C (1.335257, -3.981274, 2.841971)  0.15
C (1.500814, -3.020005, 4.020116)  -0.22
C (0.774018, -3.477628, 5.277722)  -1.35
H (4.090756, -3.827984, 2.116234)  0.24
H (5.339335, -4.980735, 2.590296)  0.38
H (4.140217, -5.437665, 1.371963)  0.29
H (3.589574, -4.901353, 4.341408)  0.23
H (3.671632, -6.481791, 3.589888)  0.39
H (1.342187, -5.889604, 3.853494)  0.36
H (1.732836, -5.973995, 2.150941)  0.40
H (0.267660, -4.074966, 2.606904)  0.46
H (1.798212, -3.532874, 1.955862)  -0.24
H (1.103339, -2.040362, 3.727565)  0.05
H (2.560482, -2.865067, 4.245223)  0.42
H (-0.296682, -3.597969, 5.086577)  0.26
H (0.893872, -2.736333, 6.073077)  0.37
H (1.167480, -4.426817, 5.649559)  0.38
C (3.147878, -2.057982, -5.023101)  -1.15
C (3.041835, -2.930096, -3.779833)  -0.31
C (1.610740, -3.383815, -3.479865)  -0.85
C (0.619447, -2.255081, -3.180263)  -1.06
C (1.000725, -1.346432, -2.011271)  0.32
C (1.077699, -2.080482, -0.678811)  -1.13
H (2.586810, -1.126632, -4.913012)  0.22
H (4.192617, -1.794255, -5.209698)  0.38
H (2.770843, -2.587027, -5.902909)  0.30
H (3.464050, -2.398445, -2.920822)  0.22
H (3.663744, -3.820122, -3.925292)  0.40
H (1.634126, -4.083175, -2.637431)  0.30
H (1.234460, -3.955999, -4.335206)  0.42
H (-0.361047, -2.702582, -2.977588)  0.37
H (0.486773, -1.637913, -4.075023)  0.41
H (0.246908, -0.553758, -1.927458)  -0.53
H (1.952949, -0.843522, -2.208066)  0.39
H (0.121401, -2.556669, -0.440285)  0.21
H (1.315525, -1.377890, 0.126816)  0.32
H (1.854057, -2.849223, -0.685182)  0.71
C (-6.675548, -2.868495, -0.103339)  -1.09
C (-6.780167, -3.737214, 1.142412)  -0.23
C (-8.211109, -4.187544, 1.446669)  -0.78
C (-9.199886, -3.056212, 1.745779)  -0.69
C (-8.814922, -2.144775, 2.911918)  -0.18
C (-8.736285, -2.874874, 4.245929)  -1.19
H (-7.234854, -1.936102, 0.005895)  0.28
H (-5.630043, -2.607179, -0.292714)  0.22
H (-7.055353, -3.399233, -0.980894)  0.36
H (-6.355192, -3.204103, 1.999201)  0.16
H (-6.159853, -4.628875, 0.997727)  0.38
H (-8.186990, -4.884641, 2.290628)  0.32
H (-8.590206, -4.761413, 0.593377)  0.37
H (-10.180342, -3.501638, 1.951629)  0.38
H (-9.333521, -2.441052, 0.849449)  0.30
H (-9.566352, -1.351638, 2.995105)  0.35
H (-7.862310, -1.643746, 2.711589)  0.10
H (-9.692232, -3.348486, 4.487592)  0.30
H (-8.496284, -2.170879, 5.047836)  0.37
H (-7.960712, -3.645159, 4.240135)  0.28
C (1.669732, 4.080517, -5.671637)  -1.23
C (2.987055, 3.493998, -5.183843)  -0.26
C (3.928607, 4.540450, -4.582029)  -0.15
C (4.390264, 5.634888, -5.549430)  -0.90
C (5.104816, 5.135713, -6.805927)  -0.41
C (6.399908, 4.392725, -6.506756)  -1.16
H (1.822348, 4.801912, -6.477637)  0.33
H (1.023784, 3.286329, -6.056823)  0.39
H (1.140162, 4.580579, -4.855221)  0.22
H (3.478770, 2.962084, -6.004273)  0.32
H (2.769849, 2.741183, -4.416711)  0.17
H (4.802643, 4.027509, -4.166521)  0.38
H (3.428028, 5.019112, -3.731792)  0.02
H (5.058441, 6.314350, -5.006862)  0.40
H (3.530029, 6.241063, -5.852858)  0.34
H (5.339281, 5.999424, -7.437941)  0.37
H (4.442935, 4.495036, -7.397026)  0.24
H (7.095266, 5.029791, -5.952238)  0.29
H (6.886970, 4.093168, -7.438925)  0.38
H (6.220421, 3.486472, -5.922347)  0.27

Forces on the atoms, in the same order (eV/Å):
C -1.066 -0.953 -6.363
C 2.126 0.990 3.531
C -0.090 -0.327 -1.664
C 0.661 1.913 -1.789
Cl 0.904 2.238 -2.124
C 0.314 2.028 3.122
C 0.399 -0.123 1.047
O 1.086 0.263 -1.785
C -1.638 -0.481 -0.380
N 0.040 0.277 3.995
P -0.505 2.358 -3.675
N 1.359 -1.936 0.625
C -0.261 1.044 2.405
O -0.632 -4.036 2.437
C 1.040 1.777 -0.273
C 0.446 -0.537 0.549
C -0.919 0.219 0.383
O 1.300 0.632 1.370
C -1.748 -4.244 -0.947
P 1.927 -0.199 0.606
S -0.694 -0.159 -0.388
H -0.804 -0.813 -2.390
H -0.649 0.594 1.562
H -0.971 1.390 -1.212
H -0.129 -1.521 1.194
H 0.147 1.856 0.961
H 2.082 0.170 -0.613
H -1.026 -0.319 0.844
H 0.984 0.522 1.274
H -0.789 0.198 1.035
H -0.017 -2.040 -0.514
H -0.749 1.317 -1.052
H -1.066 -1.397 0.051
H -1.844 -0.278 -0.716
H 0.586 0.701 1.557
H 1.085 1.254 -1.151
H 0.039 -1.250 -0.560
H -0.617 -0.718 0.425
H -0.275 -0.469 -1.390
C 0.161 0.017 0.078
C -0.078 -0.091 -0.090
C -0.013 -0.052 0.133
C 0.073 0.067 -0.120
C -0.099 -0.108 -0.025
C 0.055 0.131 0.130
H 0.021 -0.036 -0.034
H -0.076 0.038 -0.110
H 0.004 0.070 0.033
H -0.045 -0.034 -0.016
H -0.058 0.104 0.043
H -0.008 0.040 -0.061
H 0.014 0.032 0.052
H 0.017 0.007 0.030
H 0.003 -0.046 0.012
H 0.092 0.039 0.007
H -0.037 -0.002 -0.071
H 0.057 -0.059 0.026
H -0.052 -0.105 -0.007
H -0.069 0.070 -0.033
C 0.168 0.075 0.013
C -0.081 -0.122 -0.087
C 0.097 -0.036 0.144
C -0.056 0.060 -0.186
C -0.054 -0.115 0.009
C 0.056 0.132 0.040
H 0.012 -0.030 -0.061
H -0.122 0.011 -0.057
H -0.003 0.080 0.053
H -0.017 -0.042 0.013
H -0.059 0.076 0.090
H -0.041 0.012 -0.041
H 0.016 0.053 0.065
H 0.050 0.051 0.014
H 0.012 -0.050 0.051
H -0.005 -0.026 -0.163
H -0.024 -0.018 -0.043
H 0.076 -0.090 -0.019
H 0.072 -0.095 0.084
H -0.096 0.053 0.052
C 0.123 0.081 0.028
C -0.058 -0.146 -0.062
C 0.020 -0.026 0.122
C 0.014 0.074 -0.121
C -0.179 -0.041 0.014
C 0.110 0.099 0.108
H 0.001 -0.049 -0.053
H -0.076 0.003 -0.099
H 0.008 0.091 0.046
H -0.046 -0.033 0.025
H -0.041 0.060 0.070
H -0.023 0.036 -0.047
H 0.044 0.029 0.043
H 0.074 0.049 0.002
H -0.004 -0.058 0.023
H 0.091 -0.033 -0.062
H -0.018 -0.013 -0.047
H 0.097 -0.006 -0.014
H -0.038 -0.118 -0.007
H -0.078 0.014 0.024
C -0.089 -0.145 -0.094
C 0.007 0.116 0.113
C 0.104 -0.103 0.002
C -0.121 0.068 -0.041
C 0.079 0.110 0.049
C 0.036 -0.094 -0.139
H -0.038 -0.026 0.070
H -0.011 0.124 0.009
H 0.027 0.034 -0.065
H 0.024 0.024 0.070
H 0.061 -0.031 -0.044
H -0.001 0.040 -0.021
H -0.026 -0.008 -0.024
H -0.026 -0.046 -0.053
H 0.028 -0.035 0.053
H -0.091 -0.073 0.039
H -0.021 0.048 0.039
H -0.041 -0.076 -0.006
H 0.019 0.002 0.131
H 0.052 0.052 -0.014

**Molecular weight**: 712.5 g/mol
**E_tot**: -89572.7915 eV
**Strongest force on any atom**: 0.1268 Eh/bohr
**Net charge**: +1